[1]
Formula: C9H4BaCl5F3NO2
Source: OMol25
Level of theory: the ωB97M-V functional and the def2-TZVPD basis

Structure (XYZ):
```
25
Properties=species:S:1:pos:R:3:forces:R:3
Ba -1.42078 0.41220 -0.43254 -0.191 -0.258 0.129
N 0.13719 2.76081 0.47961 0.001 0.099 -0.068
C -0.65947 4.00441 0.42879 0.121 0.010 0.091
C -1.77885 3.93612 -0.62625 -0.202 -0.423 0.007
O -2.23104 4.97040 -1.09348 0.179 0.149 0.095
O -2.16548 2.73915 -0.87652 0.077 -0.020 -0.245
H 0.79289 2.79107 1.25255 -0.032 -0.019 0.022
H 0.72049 2.70726 -0.35160 0.032 0.013 0.039
H -0.05600 4.89723 0.25125 -0.010 0.001 -0.016
H -1.15138 4.12401 1.39661 -0.006 0.042 0.001
Cl 2.84906 0.64310 -0.41089 0.012 -0.064 0.010
C 2.37702 -1.06251 -0.27454 -0.096 0.077 0.042
C 1.03135 -1.36034 -0.29401 -0.088 0.425 -0.105
C 0.73389 -2.70290 -0.20744 0.084 -0.140 -0.086
Cl -0.96114 -3.15477 -0.30228 -0.101 -0.001 0.055
C 1.68787 -3.71096 -0.08644 -0.061 -0.044 0.013
Cl 1.23795 -5.37899 0.02090 0.007 0.055 -0.003
C 3.03314 -3.35208 -0.05645 0.048 0.022 0.000
Cl 4.25474 -4.56393 0.09821 -0.014 0.006 -0.002
C 3.38934 -2.00740 -0.15821 0.130 -0.006 0.013
Cl 5.06376 -1.55769 -0.13638 -0.062 -0.022 -0.002
F -4.16440 -2.06015 -0.65564 0.015 0.020 0.007
C -3.86633 -1.01203 0.22857 0.153 0.086 0.017
F -5.09371 -0.37303 0.35134 0.011 -0.019 0.000
F -3.76009 -1.68897 1.45488 -0.006 0.011 -0.013
```
Forces are in eV/Å.

The calculation puts the total energy at -3176.78699 Eh. Its charge is -1. As for the highest occupied orbital energy: -5.5 eV. For the lowest unoccupied orbital energy, the calculation gives 0.0777 Ha. The HOMO-LUMO gap is 7.57 eV. The spin multiplicity is 1.



[2]
Formula: C9H4EuN2O3
Source: OMol25
Level of theory: the ωB97M-V functional and the def2-TZVPD basis

Structure (XYZ):
```
19
Properties=species:S:1:pos:R:3:forces:R:3
O 0.02770 3.04522 -3.37666 0.016 -5.659 1.950
C 0.02742 1.93915 -2.99258 -0.068 14.411 -6.121
Eu 0.02728 0.13514 -2.13144 0.222 0.190 9.808
C 1.58547 -0.76405 -2.99275 12.165 -7.280 -6.187
C -1.53040 -0.76195 -2.99528 -12.022 -7.164 -6.324
O 2.54418 -1.31685 -3.37480 -4.805 2.814 1.912
O -2.48907 -1.31343 -3.37554 4.708 2.746 1.912
N 2.97513 -0.14183 3.64607 0.994 -0.018 0.651
C 2.04246 -0.12459 2.99421 -1.887 0.036 -1.372
C 0.83463 -0.10020 2.15913 1.200 -0.012 0.371
C -0.43032 -0.12386 2.74671 0.125 -0.013 0.308
C -1.55300 -0.09177 1.94565 -0.691 0.012 -0.590
C -1.39841 -0.03505 0.56084 -0.037 -0.032 0.993
N -0.17043 -0.01584 0.01716 -0.036 0.025 1.977
C 0.94258 -0.04407 0.77070 -0.265 -0.048 0.750
H -0.53048 -0.16257 3.83195 0.089 0.008 -0.271
H -2.55133 -0.10503 2.38262 0.272 -0.001 -0.134
H -2.28165 -0.00135 -0.09640 0.466 -0.001 0.182
H 1.92823 -0.01707 0.28040 -0.445 -0.013 0.186
```
Forces are in eV/Å.

The calculation puts the total energy at -1389.97321 Eh. Its charge is +2. As for the highest occupied orbital energy (spin up / spin down): -17.5 / -17.5 eV. For the lowest unoccupied orbital energy (spin up / spin down), the calculation gives -0.3893 / -0.3806 Ha. The HOMO-LUMO gap (spin up / spin down) is 6.88 / 7.12 eV. The spin multiplicity is 8.



Question: Among the records above, which one has the lowest spin multiplicity?
Answer: C9H4BaCl5F3NO2



Question: Which value of spin multiplicity does entry 1 give?
Answer: 1



Question: The lowest charge belongs to which entry?
Answer: C9H4BaCl5F3NO2